Entry 1:
ORCA calculation (ωB97M-V with the def2-TZVPD basis set) on a molecular structure, C35H41AsI2NOTl.

Positions of all 82 atoms, in Å:
Tl 0.162 0.224 -0.826
I 3.577 1.418 -1.087
C 3.263 2.858 0.432
I 1.262 2.978 1.130
H 3.521 3.829 0.029
H 3.888 2.595 1.275
C -0.072 6.700 -1.796
C -0.830 5.431 -1.542
C -1.439 5.196 -0.311
C -2.149 4.036 -0.043
C -2.776 3.850 1.314
C -2.246 3.100 -1.085
As -3.265 1.528 -0.794
N -2.561 0.792 0.575
C -3.005 -0.143 1.479
C -2.021 -0.697 2.318
C -2.373 -1.572 3.326
C -3.711 -1.897 3.517
C -4.698 -1.344 2.704
C -4.355 -0.478 1.687
C -5.095 1.364 -1.253
C -5.592 0.057 -1.401
C -4.736 -1.180 -1.389
C -6.960 -0.091 -1.580
C -7.816 1.001 -1.630
C -9.293 0.821 -1.811
C -7.273 2.284 -1.542
C -5.920 2.507 -1.372
C -5.416 3.925 -1.338
C -1.663 3.297 -2.343
C -1.788 2.318 -3.480
C -0.948 4.471 -2.541
H -0.007 7.315 -0.901
H -0.560 7.285 -2.576
H 0.940 6.485 -2.142
H -1.357 5.945 0.468
H -2.867 4.811 1.817
H -2.171 3.194 1.943
H -3.775 3.411 1.261
H -0.987 -0.408 2.172
H -1.611 -1.983 3.975
H -3.991 -2.574 4.313
H -5.737 -1.590 2.874
H -5.126 -0.032 1.070
H -3.671 -0.969 -1.513
H -5.028 -1.837 -2.207
H -4.866 -1.739 -0.461
H -7.365 -1.089 -1.705
H -9.567 -0.230 -1.865
H -9.630 1.312 -2.725
H -9.834 1.278 -0.982
H -7.930 3.140 -1.631
H -6.187 4.593 -1.714
H -4.529 4.063 -1.955
H -5.173 4.248 -0.323
H -2.386 1.436 -3.229
H -0.805 1.967 -3.798
H -2.256 2.788 -4.345
H -0.486 4.646 -3.506
C 1.932 -2.933 6.487
C 1.515 -2.943 5.046
C 0.659 -3.925 4.558
C 0.291 -3.973 3.223
C -0.614 -5.096 2.774
C 0.780 -2.977 2.349
C 0.352 -3.036 0.964
O 0.395 -2.127 0.136
C 1.663 -1.982 2.822
C 2.290 -0.950 1.924
C 2.012 -1.989 4.160
H 1.244 -3.504 7.106
H 1.992 -1.915 6.872
H 2.923 -3.379 6.591
H 0.279 -4.679 5.237
H -1.022 -5.611 3.641
H -0.059 -5.833 2.191
H -1.454 -4.757 2.168
H -0.064 -3.995 0.630
H 2.572 -1.362 0.956
H 3.181 -0.541 2.399
H 1.608 -0.112 1.748
H 2.708 -1.244 4.526

Properties
* total charge: +2
* total energy: -4491.4001 Eh
* maximum force: 0.012 hartree/bohr

***

Entry 2:
ORCA calculation (ωB97M-V with the def2-TZVPD basis set) on a molecular structure, C16H30F18MgN3O17S6 at a distorted geometry.

Positions of all 91 atoms, in Å:
Mg 2.348 1.367 -2.074
C -1.661 5.311 1.166
F -1.159 5.726 0.033
F -1.379 4.016 1.440
F -1.076 6.055 2.157
S -3.590 5.580 1.183
O -4.143 5.933 2.485
O -3.727 6.595 0.195
N -4.246 4.030 0.502
S -4.375 3.139 1.741
O -4.505 1.728 1.335
O -3.518 3.365 2.908
C -6.231 3.537 2.368
F -6.265 4.700 2.961
F -7.131 3.416 1.352
F -6.591 2.611 3.322
C 2.443 5.119 -0.671
F 1.652 5.286 -1.723
F 2.996 6.276 -0.338
F 1.713 4.677 0.421
S 3.866 3.919 -1.114
O 4.038 4.078 -2.550
O 4.959 4.426 -0.321
N 3.273 2.306 -0.786
S 3.699 1.970 0.644
O 3.616 3.040 1.625
O 3.059 0.726 1.013
C 5.610 1.512 0.399
F 6.006 1.864 -0.793
F 6.342 2.108 1.338
F 5.704 0.210 0.576
C -0.476 0.924 0.434
F -1.762 1.009 0.639
F 0.138 1.999 0.154
F 0.086 0.346 1.507
S -0.226 -0.298 -1.051
O -0.656 -1.641 -0.627
O -0.977 0.266 -2.139
N 1.554 -0.186 -1.345
S 2.163 -1.518 -0.793
O 3.641 -1.566 -0.852
O 1.712 -1.900 0.555
C 1.694 -2.939 -2.055
F 0.728 -3.759 -1.549
F 1.184 -2.363 -3.158
F 2.782 -3.666 -2.326
C -0.916 -0.047 -5.200
C -0.950 1.242 -5.992
O -1.727 2.349 -5.509
H 0.014 -0.117 -4.635
H -0.925 -0.885 -5.897
H -1.819 -0.170 -4.602
H -1.417 0.993 -6.945
H 0.082 1.501 -6.231
H -2.599 2.201 -5.881
C -1.127 1.425 4.154
C -0.201 0.184 4.324
O -0.398 -0.334 5.612
H -0.898 2.056 5.013
H -2.182 1.152 4.170
H -1.023 1.992 3.230
H 0.830 0.528 4.245
H -0.427 -0.509 3.513
H -0.223 0.323 6.290
C 0.698 -5.810 1.407
C -0.607 -4.994 1.599
O -0.166 -3.625 1.947
H 0.561 -6.890 1.465
H 1.358 -5.681 2.265
H 1.186 -5.440 0.506
H -1.259 -5.379 2.384
H -1.156 -5.075 0.661
H 0.029 -3.241 1.089
C 4.493 -4.635 1.252
C 4.783 -5.621 0.064
O 4.448 -6.910 0.583
H 4.638 -3.579 1.024
H 5.186 -4.963 2.027
H 3.534 -4.874 1.711
H 5.850 -5.631 -0.159
H 4.246 -5.339 -0.841
H 4.796 -7.069 1.463
C -3.555 -2.076 -2.151
C -4.965 -2.365 -1.674
O -5.764 -1.286 -2.036
H -3.192 -1.208 -1.602
H -3.503 -1.790 -3.202
H -2.923 -2.895 -1.808
H -5.008 -2.544 -0.599
H -5.482 -3.136 -2.245
H -5.630 -1.163 -2.979

Properties
* 2S+1: 2
* total charge: 0
* total energy: -6457.3738 Eh
* expectation value of S²: 0.76
* maximum force: 0.165 hartree/bohr

***

Entry 3:
ORCA calculation (ωB97M-V with the def2-TZVPD basis set) on 2 unconnected molecules or ions with the total composition C7H18O at a distorted geometry.

Positions of all 26 atoms, in Å:
C 0.209 1.816 -1.714
C 1.273 0.705 -1.847
C 2.180 0.185 -0.598
C 0.512 -0.506 -2.387
H -0.320 2.111 -2.695
H 0.717 2.731 -1.522
H -0.472 1.686 -0.943
H 1.988 0.996 -2.657
H 3.196 0.678 -0.588
H 1.801 0.618 0.384
H 2.039 -0.849 -0.248
H 0.156 -1.253 -1.640
H -0.543 -0.122 -2.877
H 0.793 -0.952 -3.273
C -0.519 -1.686 1.202
C -0.684 -0.455 2.098
C -1.942 0.480 1.811
O -0.833 -0.824 3.523
H -1.307 -1.708 0.356
H -0.640 -2.728 1.660
H 0.436 -1.821 0.706
H 0.301 0.193 2.266
H -1.833 1.436 2.399
H -2.056 0.637 0.776
H -2.904 0.059 2.188
H -1.548 -1.425 3.621

Properties
* relative energy (zero: lowest compared OMol25 entry of this formula, charge and spin): 55.1 kcal per mole
* total charge: 0
* structure (SMILES): CC(C)C.CC(C)O
* maximum force: 0.094 hartree/bohr

***

Entry 4:
ORCA calculation (ωB97M-V with the def2-TZVPD basis set) on a molecular structure, C3H4Br3F at a distorted geometry.

Positions of all 11 atoms, in Å:
C 0.764 0.274 1.341
C 0.397 -0.681 0.239
C -1.170 0.198 -1.211
F -1.758 -0.894 -1.621
Br 1.880 -0.971 -0.897
Br -0.127 0.980 -2.574
Br -2.247 1.396 -0.220
H 1.597 -0.124 1.751
H 0.924 1.262 0.735
H -0.098 0.240 2.080
H -0.163 -1.679 0.378

Properties
* relative energy (zero: lowest compared OMol25 entry of this formula, charge and spin): 59.5 kcal per mole
* total charge: 0
* maximum force: 0.101 hartree/bohr